Record 1
One molecule with the formula C15H23ClN4O4S. Source: the OMol25 dataset; level of theory: ωB97M-V/def2-TZVPD.

The geometry in XYZ format:
```
48
Properties=species:S:1:pos:R:3:forces:R:3
Cl 1.965 -0.005 3.596 0.03 -0.01 0.01
S 1.224 -4.454 0.816 -0.01 -0.01 -0.03
O -0.829 4.205 -0.779 -0.01 0.03 0.02
O -0.968 2.322 -4.539 0.00 -0.01 -0.03
O 0.058 -1.621 0.569 -0.06 0.03 0.10
O 1.270 -1.663 -2.732 -0.08 0.01 -0.08
N -0.617 0.162 2.973 -0.04 0.02 0.01
N 0.706 0.064 -1.357 0.00 0.02 0.07
N -1.549 0.929 2.377 -0.01 -0.02 -0.11
N -1.222 1.969 -0.913 -0.40 0.14 -0.02
C 0.469 1.940 2.250 0.02 -0.01 -0.03
C -1.012 2.881 -3.230 0.02 0.05 -0.03
C 0.569 1.112 -2.340 0.09 0.17 -0.03
C 2.365 -2.025 0.323 0.03 0.01 0.02
C 0.802 -3.582 -0.709 0.04 0.00 -0.03
C -1.198 3.164 -0.270 0.28 -0.07 0.09
C 0.991 -1.226 -1.632 0.17 0.01 -0.02
C -0.957 -1.123 3.547 0.05 0.01 0.03
C -1.292 -1.904 0.247 -0.03 0.02 0.01
C 1.005 -2.110 -0.374 -0.01 -0.12 0.04
C -0.845 1.699 -2.295 0.01 -0.31 0.10
C -0.904 2.005 1.941 -0.03 -0.03 0.05
C 0.593 0.741 2.907 0.03 0.00 0.02
C 2.618 -3.321 1.120 0.02 0.00 0.00
C -1.630 3.078 1.192 -0.05 0.01 0.01
H -1.533 0.926 -2.652 0.01 0.02 -0.02
H -0.213 -3.824 -1.016 0.02 -0.01 0.00
H -1.601 1.193 -0.392 0.03 -0.01 0.01
H -0.665 -1.155 4.595 0.00 -0.01 -0.01
H 1.472 -3.850 -1.524 0.00 -0.01 -0.01
H -1.907 -1.234 0.843 -0.03 0.03 0.01
H 3.146 -1.883 -0.424 0.00 -0.02 -0.02
H -1.450 4.057 1.630 0.00 0.02 -0.01
H 1.244 2.657 2.043 0.00 0.00 0.00
H 3.539 -3.799 0.792 0.02 0.02 0.02
H -1.969 3.374 -3.038 0.00 0.00 -0.01
H -2.701 2.870 1.239 0.01 0.01 0.01
H 2.692 -3.141 2.190 -0.04 0.01 0.01
H 1.292 1.908 -2.135 0.00 -0.01 -0.02
H 0.544 0.290 -0.387 -0.04 0.00 -0.03
H 0.778 0.693 -3.321 0.00 0.00 -0.02
H -1.498 -1.728 -0.814 -0.01 0.01 -0.01
H -0.218 3.614 -3.080 -0.02 -0.02 -0.02
H -2.034 -1.230 3.469 -0.03 0.00 -0.01
H -0.457 -1.922 2.998 -0.01 -0.01 0.01
H -0.884 3.036 -5.174 0.00 0.02 -0.04
H -1.544 -2.938 0.495 -0.03 0.01 0.00
H 2.358 -1.151 0.974 0.05 0.00 -0.01
```
Positions in Å, forces in eV/Å.

Output
Maximum force, hartree/bohr: 0.00821
HOMO level, eV: -8.6648
LUMO energy, eV: 0.52

---

Record 2
A 2-piece molecular cluster, C4H14N2O overall in a non-equilibrium geometry. Source: the OMol25 dataset; level of theory: ωB97M-V/def2-TZVPD.

The geometry in XYZ format:
```
21
Properties=species:S:1:pos:R:3:forces:R:3
O 2.960 0.259 0.961 -0.28 0.27 0.09
N -2.503 0.153 1.147 0.61 0.26 -0.29
N 0.722 -0.551 -0.752 0.66 0.80 1.40
C -0.310 0.463 -0.970 0.35 -1.29 -0.69
C -1.138 0.641 1.463 -0.50 0.24 0.19
C 0.748 -1.829 -1.397 -0.83 -0.12 -0.69
C -0.460 1.315 0.275 -0.31 0.38 -0.69
H -1.223 -0.077 -1.257 -0.34 0.44 0.09
H -0.579 -0.194 1.886 0.29 0.19 0.05
H 3.599 0.623 0.343 0.11 -0.04 -0.01
H 0.801 -1.697 -2.481 0.26 -0.12 0.06
H 0.780 -0.711 0.244 -0.09 -0.22 0.03
H -2.516 -0.858 1.177 -0.09 -0.03 -0.04
H 1.599 -2.390 -1.027 0.21 0.00 -0.17
H -2.664 0.408 0.180 -0.46 -0.12 0.03
H -0.147 -2.445 -1.211 -0.08 0.05 0.03
H -1.237 1.427 2.217 0.18 -0.25 0.26
H -1.038 2.203 0.003 -0.35 -0.12 0.01
H -0.002 1.061 -1.832 -0.19 0.17 0.04
H 2.109 0.421 0.518 0.61 -0.19 -0.06
H 0.499 1.777 0.513 0.24 -0.32 0.35
```
Positions in Å, forces in eV/Å.

Output
Maximum force, hartree/bohr: 0.03400
HOMO level, eV: -8.8865
LUMO energy, eV: 0.88

---

Record 3
One molecule with the formula C6H11PS in a non-equilibrium geometry. Source: the OMol25 dataset; level of theory: ωB97M-V/def2-TZVPD.

The geometry in XYZ format:
```
19
Properties=species:S:1:pos:R:3:forces:R:3
S 1.443 1.532 2.558 -0.15 -0.40 -0.93
P 0.988 0.566 0.891 -1.47 0.14 -1.48
C 1.289 -1.293 1.109 1.96 1.91 1.02
C 1.008 1.286 -1.806 0.27 0.97 2.39
C -0.866 0.758 0.404 1.52 -0.89 0.06
C -0.282 0.763 -2.064 -1.61 0.04 3.68
C -1.791 0.737 1.524 -0.87 1.44 1.85
C -1.279 0.848 -0.842 1.36 0.34 -1.37
H -1.590 -0.022 2.315 -0.55 0.02 -0.92
H -2.321 0.941 -1.135 -0.04 -0.13 0.31
H 1.855 0.776 -2.098 1.78 -0.81 -0.58
H -1.588 1.659 2.100 -0.07 -0.14 -0.06
H 1.399 -1.823 0.182 -0.02 -0.17 -0.38
H 0.523 -1.700 1.742 -0.42 -0.23 0.25
H -2.836 0.886 1.168 0.51 -0.79 0.50
H -0.702 1.260 -2.837 -1.60 1.78 -2.59
H -0.329 -0.230 -2.282 0.36 -3.02 -0.96
H 2.282 -1.261 1.702 -1.55 -0.37 -1.00
H 1.011 2.360 -1.770 0.58 0.30 0.24
```
Positions in Å, forces in eV/Å.

Output
Maximum force, hartree/bohr: 0.07817
HOMO level (spin up / spin down), eV: -7.9270 / -7.7852
LUMO energy (spin up / spin down), eV: -0.93 / -0.24

---

Record 4
C3H5NP4 as an isolated structure in a non-equilibrium geometry. Source: the OMol25 dataset; level of theory: ωB97M-V/def2-TZVPD.

The geometry in XYZ format:
```
13
Properties=species:S:1:pos:R:3:forces:R:3
P 2.052 1.715 0.315 -0.80 2.10 1.81
P 2.351 -1.269 -0.589 0.77 1.20 -0.69
P 1.074 -1.177 1.182 -0.72 1.09 -0.31
P -0.303 0.487 -0.747 1.13 -1.46 1.51
N -1.825 0.240 -0.145 -3.23 -0.70 1.17
C 0.495 -1.277 -0.609 2.40 5.15 2.38
C 0.670 0.708 0.913 0.29 0.45 -0.32
C 2.807 0.534 -0.694 1.79 -3.18 -1.54
H -2.247 -0.152 0.791 1.65 0.95 -2.62
H -2.529 0.277 -0.905 0.46 0.00 1.11
H 3.879 0.763 -0.961 -1.21 -0.53 0.09
H 0.289 1.356 1.740 -0.41 -0.96 -0.63
H 0.066 -2.097 -0.926 -2.11 -4.09 -1.95
```
Positions in Å, forces in eV/Å.

Output
Multiplicity: 3
Maximum force, hartree/bohr: 0.11978
HOMO level (spin up / spin down), eV: -6.4075 / -8.4464
⟨S²⟩: 2.012
LUMO energy (spin up / spin down), eV: 0.67 / -2.24

---

Record 5
An isolated ion of composition C4H6IN2 and charge +1 in a non-equilibrium geometry. Source: the OMol25 dataset; level of theory: ωB97M-V/def2-TZVPD.

The geometry in XYZ format:
```
13
Properties=species:S:1:pos:R:3:forces:R:3
I 4.169 1.616 1.663 -0.19 -0.05 -0.22
N 1.711 0.456 0.295 -0.17 0.03 -0.60
N -0.566 -0.350 -0.183 -0.48 -0.33 0.42
C 0.765 -0.482 0.222 1.99 -0.51 1.15
C -1.357 -1.351 -0.289 1.57 -0.11 0.44
C -1.326 0.910 -0.527 5.51 0.44 0.33
C 2.857 0.809 0.357 -1.16 0.07 0.19
H -2.261 0.705 -0.174 -2.71 -0.03 -0.14
H -0.864 1.625 0.170 -0.33 0.50 -0.82
H -0.993 0.992 -1.578 -1.26 0.95 0.43
H -2.354 -1.219 -0.518 -1.81 0.38 -0.51
H 1.223 -1.406 0.688 -1.74 0.60 -0.99
H -1.005 -2.305 -0.126 0.79 -1.96 0.35
```
Positions in Å, forces in eV/Å.

Output
Maximum force, hartree/bohr: 0.10762
HOMO level, eV: -12.0201
LUMO energy, eV: -5.09
Total charge: +1

---

| no. | E_tot (Eh) |
| --- | --- |
| 1 | -1963.77577 |
| 2 | -345.51945 |
| 3 | -974.64506 |
| 4 | -1537.32975 |
| 5 | -562.81249 |